# 1
The following is a quantum chemistry calculation of C24H60BF4N4NaO12P as an isolated structure, from OMol25.

Atoms and positions in Å:
P (18.479, -10.248, -1.688)
Na (17.028, -12.370, -2.981)
F (17.827, -14.489, -3.761)
F (18.064, -13.372, -5.750)
F (16.059, -13.598, -4.785)
F (17.023, -15.476, -5.709)
O (19.240, -14.631, 0.489)
O (14.897, -9.244, -4.443)
O (21.646, -13.554, -1.574)
O (12.092, -13.873, -3.136)
O (16.797, -12.404, 4.471)
O (15.495, -5.200, -0.815)
O (18.077, -11.637, -1.013)
O (17.808, -9.087, -0.920)
O (12.675, -11.009, 0.004)
O (18.005, -10.276, -3.193)
O (20.012, -10.063, -1.640)
O (21.992, -9.800, -6.084)
N (18.163, -12.223, 1.586)
N (15.518, -6.712, -3.378)
N (14.332, -12.487, -2.026)
N (20.793, -12.154, -4.830)
C (21.903, -11.070, -6.676)
C (15.450, -12.013, 4.475)
C (19.551, -15.655, -0.410)
C (14.336, -8.099, -5.006)
C (11.409, -14.507, -4.182)
C (13.336, -14.544, -2.895)
C (13.996, -13.891, -1.694)
C (22.004, -12.155, -5.636)
C (17.871, -14.315, 0.463)
C (21.952, -12.866, -2.776)
C (17.615, -11.181, 2.431)
C (20.832, -13.153, -3.769)
C (11.837, -10.896, 1.112)
C (16.652, -5.485, -1.618)
C (13.912, -11.613, 0.332)
C (17.697, -11.444, 3.925)
C (17.447, -13.477, 1.636)
C (14.838, -11.718, -0.892)
C (22.800, -13.974, -0.906)
C (21.824, -8.761, -6.989)
C (16.335, -5.544, -3.098)
C (15.098, -3.852, -0.853)
C (13.977, -10.292, -4.277)
C (15.304, -6.957, -4.792)
B (17.266, -14.279, -5.045)
H (17.308, -15.277, 0.458)
H (13.255, -13.947, -0.885)
H (20.633, -15.755, -0.402)
H (14.501, -3.658, 0.031)
H (12.228, -10.395, 2.000)
H (11.525, -11.920, 1.406)
H (15.249, -11.250, 5.237)
H (23.449, -14.594, -1.541)
H (17.598, -10.474, 4.443)
H (14.544, -11.215, -4.123)
H (15.801, -4.621, -3.395)
H (16.242, -7.238, -5.275)
H (13.988, -14.395, -3.761)
H (17.259, -5.602, -3.678)
H (23.439, -13.104, -0.680)
H (18.139, -10.243, 2.228)
H (17.051, -6.417, -1.219)
H (19.141, -16.631, -0.092)
H (21.983, -11.783, -2.601)
H (17.601, -13.999, 2.582)
H (22.870, -11.979, -4.995)
H (14.848, -12.907, 4.644)
H (16.569, -10.939, 2.156)
H (13.392, -10.183, -3.357)
H (22.938, -13.141, -3.177)
H (15.133, -10.710, -1.195)
H (14.903, -14.437, -1.429)
H (21.871, -7.816, -6.454)
H (14.521, -11.094, 1.081)
H (20.933, -11.184, -7.183)
H (13.338, -7.828, -4.617)
H (11.817, -14.234, -5.163)
H (13.177, -15.596, -2.639)
H (16.352, -13.326, 1.515)
H (22.518, -14.406, 0.051)
H (19.956, -12.260, -5.371)
H (19.163, -15.469, -1.414)
H (11.364, -15.597, -4.104)
H (22.600, -8.769, -7.772)
H (22.728, -11.156, -7.409)
H (22.045, -13.143, -6.136)
H (20.944, -14.178, -4.167)
H (10.866, -10.506, 0.793)
H (14.894, -6.064, -5.303)
H (13.396, -12.179, -2.282)
H (19.870, -13.104, -3.237)
H (17.323, -4.624, -1.473)
H (15.936, -3.150, -0.970)
H (14.143, -8.260, -6.081)
H (10.380, -14.137, -4.208)
H (18.685, -11.822, 4.197)
H (18.218, -11.855, 0.605)
H (15.742, -12.161, -0.462)
H (13.718, -12.625, 0.720)
H (14.564, -3.641, -1.791)
H (15.124, -11.631, 3.502)
H (20.869, -8.808, -7.528)
H (17.538, -13.888, -0.493)
H (14.607, -6.513, -2.972)
H (13.356, -10.421, -5.173)

Results
Net charge   -3
HOMO energy   3.5671 eV

# 2
The following is a quantum chemistry calculation of C24H60F12MgN2O18S4 as an isolated structure, from OMol25.

Atoms and positions in Å:
S (-5.122, -3.514, -3.336)
S (-0.555, -0.247, -0.180)
S (-2.449, -3.345, -3.433)
S (0.807, 0.067, 1.918)
Mg (-2.102, 1.589, 1.974)
F (-1.825, -0.164, -2.548)
F (-5.514, -1.402, -1.871)
F (-2.095, -6.022, -3.263)
F (-4.597, -0.852, -3.762)
F (-3.124, -0.051, -0.839)
F (-1.901, 1.662, -1.425)
F (3.275, 1.150, 1.899)
F (1.839, 1.994, 0.423)
F (-6.769, -1.288, -3.594)
F (-0.890, -5.053, -4.732)
F (1.733, 2.510, 2.463)
F (-2.953, -5.408, -5.160)
O (7.872, 0.538, 1.019)
O (4.227, -4.335, 4.502)
O (-1.596, 1.977, 3.903)
O (0.578, 0.041, 3.349)
O (-2.748, -2.474, -4.551)
O (0.614, 2.233, 5.159)
O (-1.056, -1.594, 0.003)
O (-5.031, -3.776, -4.773)
O (-4.719, 5.029, -1.013)
O (-1.791, -4.676, -0.290)
O (0.784, 1.381, -5.416)
O (1.445, -1.125, 1.386)
O (0.046, 6.449, 1.453)
O (-6.207, -4.150, -2.476)
O (-1.424, 1.300, -6.759)
O (4.751, -2.457, -1.354)
O (0.716, -0.146, -0.923)
O (-1.310, -2.931, -2.645)
N (-3.618, -3.714, -2.396)
N (-0.690, 0.672, 1.147)
C (-4.346, 4.053, -1.973)
C (3.555, -3.208, 4.116)
C (2.099, -3.125, 4.680)
C (6.552, 0.221, 0.585)
C (-5.530, -1.619, -3.118)
C (0.112, -5.137, 1.072)
C (-3.000, 1.974, -5.001)
C (-4.913, 2.709, -1.657)
C (3.367, -2.172, -1.188)
C (-2.999, 1.163, 5.853)
C (0.841, 0.553, 6.804)
C (1.929, 6.021, -0.061)
C (2.005, 2.341, -3.677)
C (0.407, 1.963, 6.498)
C (-2.042, -5.086, -4.245)
C (-1.989, 0.375, -1.335)
C (2.013, 1.499, 1.651)
C (-0.640, -5.432, -0.206)
C (2.701, -3.103, -2.226)
C (-2.595, 2.281, 4.891)
C (-2.485, 0.887, -5.941)
C (1.325, 1.080, -4.097)
C (0.981, 5.469, 1.050)
C (5.848, -0.673, 1.636)
H (2.662, 5.314, -0.449)
H (-2.114, 0.033, -5.374)
H (-5.999, 2.771, -1.582)
H (-3.571, 0.330, 5.444)
H (6.067, 1.168, 0.351)
H (-1.010, -6.445, -0.047)
H (-3.482, 2.782, -5.551)
H (0.967, -5.797, 1.220)
H (-3.450, 2.731, 4.386)
H (0.561, -4.145, 1.013)
H (1.870, 0.259, 6.599)
H (1.622, -3.000, -2.110)
H (0.624, 7.083, 1.885)
H (-3.752, 1.618, -4.296)
H (1.789, -2.082, 4.629)
H (-0.668, 1.179, -6.180)
H (3.033, -2.793, -3.217)
H (-3.262, 3.941, -2.005)
H (-3.814, 1.618, 6.416)
H (-1.529, -3.763, -0.147)
H (-0.775, 1.849, 4.383)
H (-0.471, -5.262, 1.984)
H (-2.155, 3.178, 5.327)
H (1.964, 0.199, -4.154)
H (-4.715, 2.005, -2.466)
H (3.494, -3.094, 3.034)
H (1.493, 2.616, 5.115)
H (-3.215, 0.421, -6.603)
H (1.970, -3.393, 5.729)
H (5.085, -1.801, -1.970)
H (0.965, 2.657, 7.126)
H (1.276, 3.104, -3.404)
H (-4.492, 4.339, -3.015)
H (-2.212, 0.790, 6.508)
H (1.628, 4.997, 1.789)
H (2.483, 6.869, 0.342)
H (1.004, 0.438, 7.876)
H (8.464, 0.575, 0.264)
H (-2.221, 2.336, -4.329)
H (-4.621, 2.317, -0.683)
H (5.682, -0.127, 2.565)
H (0.068, -5.417, -1.034)
H (0.471, 4.625, 0.585)
H (2.474, 2.219, -2.701)
H (0.210, -0.235, 6.394)
H (3.171, -1.139, -1.473)
H (4.182, -2.363, 4.403)
H (4.826, -0.909, 1.338)
H (-5.665, 5.134, -1.143)
H (2.972, -4.150, -2.091)
H (-0.636, 2.155, 6.750)
H (4.997, -4.430, 3.937)
H (1.301, 6.306, -0.906)
H (1.487, 1.719, -5.975)
H (6.682, -0.253, -0.389)
H (6.548, -1.499, 1.762)
H (2.787, 2.680, -4.356)
H (1.377, -3.644, 4.050)
H (3.262, -2.385, -0.124)
H (0.516, 0.862, -3.399)

Results
Expectation value of S²   0.75
Net charge   -1
HOMO energy (alpha / beta)   -4.6124 / -6.6351 eV
Spin multiplicity   2

no.,electronic energy (Eh),maximum force (eV/Å)
1,-3000.3837,2.078
2,-5405.2770,6.184